Record 1
A structure of composition C34H43N5O2S3SeSn. Source: OMol25; level of theory: ωB97M-V/def2-TZVPD.

```
89
C34H43N5O2S3SeSn (ωB97M-V/def2-TZVPD)
Sn -0.10 0.62 -0.92
S 2.66 0.69 -0.90
C 2.75 1.50 0.58
N 3.74 2.29 0.92
C 3.70 3.03 2.19
C 2.28 3.46 2.45
N 1.44 2.26 2.48
C 0.26 2.21 3.40
C 0.34 3.20 4.53
C -0.29 4.43 4.43
C -0.20 5.35 5.47
C 0.51 5.02 6.62
C 1.13 3.78 6.73
C 1.04 2.87 5.69
C 1.63 1.31 1.61
S 0.66 -0.09 1.55
C 4.84 2.66 0.01
C 4.66 4.07 -0.49
C 5.66 5.01 -0.29
C 5.50 6.31 -0.74
C 4.33 6.68 -1.38
C 3.32 5.75 -1.58
C 3.48 4.44 -1.14
H 4.35 3.89 2.08
H 4.08 2.39 2.99
H 1.92 4.13 1.66
H 2.20 3.97 3.41
H 0.20 1.19 3.77
H -0.62 2.39 2.77
H -0.85 4.69 3.54
H -0.69 6.31 5.39
H 0.58 5.73 7.43
H 1.67 3.52 7.63
H 1.51 1.90 5.78
H 4.88 1.92 -0.78
H 5.76 2.59 0.60
H 6.58 4.72 0.20
H 6.29 7.03 -0.59
H 4.20 7.70 -1.73
H 2.41 6.04 -2.08
H 2.69 3.72 -1.30
O -2.63 -3.03 0.70
S -3.14 -1.48 0.99
N -2.50 -0.38 0.32
C -1.16 3.39 -0.22
O -0.05 2.50 -0.27
H -0.78 4.41 -0.10
H -1.81 3.17 0.63
H -1.76 3.36 -1.13
C -3.07 -6.06 -2.03
C -2.12 -5.50 -3.08
C -2.53 -4.12 -3.59
C -2.39 -3.00 -2.56
N -0.98 -2.78 -2.18
C -0.34 -3.06 -1.04
Se -0.99 -3.79 0.60
N 0.97 -2.82 -1.16
C 1.99 -3.01 -0.13
C 2.28 -4.47 0.21
C 2.81 -5.34 -0.93
C 1.79 -5.73 -1.99
C 1.20 -2.30 -2.43
C 2.37 -1.89 -3.07
C 2.23 -1.41 -4.35
C 0.97 -1.34 -4.99
C -0.18 -1.77 -4.37
C -0.04 -2.26 -3.07
H -2.81 -7.08 -1.76
H -4.10 -6.07 -2.40
H -3.06 -5.48 -1.10
H -2.09 -6.18 -3.93
H -1.10 -5.46 -2.69
H -3.57 -4.13 -3.90
H -1.95 -3.86 -4.48
H -2.94 -3.24 -1.65
H -2.76 -2.05 -2.94
H 1.67 -2.44 0.75
H 2.89 -2.54 -0.51
H 1.40 -4.96 0.65
H 3.02 -4.44 1.02
H 3.21 -6.25 -0.49
H 3.67 -4.84 -1.40
H 0.85 -6.06 -1.52
H 2.15 -6.56 -2.59
H 1.56 -4.92 -2.69
H 3.33 -1.93 -2.59
H 3.10 -1.07 -4.89
H 0.92 -0.95 -5.99
H -1.14 -1.72 -4.86
```

Summary:
Net charge = +2

Here are the Löwdin charges for atoms 1 to 4, given in e:
1. Sn 0.994
2. S 0.680
3. C -0.640
4. N -0.073

***

Record 2
A structure of composition C34H44BN7ORuS2. Source: OMol25; level of theory: ωB97M-V/def2-TZVPD.

```
90
C34H44BN7ORuS2 (ωB97M-V/def2-TZVPD)
Ru 0.40 -0.28 0.33
C -0.16 1.03 -2.71
N -0.16 1.55 -1.34
C 0.83 2.64 -1.23
C -1.45 1.94 -0.84
C -2.53 2.22 -1.66
C -3.76 2.55 -1.10
C -3.92 2.60 0.27
C -2.85 2.33 1.10
C -1.60 2.02 0.56
N -0.50 1.57 1.29
C -0.16 1.92 2.54
C -0.79 2.91 3.33
C -0.46 3.06 4.66
C 0.51 2.25 5.23
C 1.23 1.34 4.45
C 0.96 1.20 3.11
N 1.77 0.42 2.22
C 2.47 -0.70 2.87
C 2.76 1.29 1.56
H -0.36 1.82 -3.44
H -0.90 0.24 -2.80
H 0.84 0.63 -2.91
H 0.60 3.43 -1.97
H 1.82 2.24 -1.43
H 0.80 3.08 -0.24
H -2.43 2.17 -2.73
H -4.60 2.77 -1.75
H -4.89 2.82 0.70
H -3.00 2.29 2.17
H -1.52 3.56 2.87
H -0.95 3.82 5.26
H 0.76 2.36 6.28
H 2.04 0.78 4.90
H 3.27 -0.35 3.53
H 2.93 -1.30 2.08
H 1.77 -1.32 3.42
H 3.50 1.65 2.28
H 2.26 2.15 1.12
H 3.26 0.74 0.76
C -3.13 -3.99 -1.77
N -1.68 -3.92 -1.69
C -0.79 -4.87 -2.15
C 0.44 -4.40 -1.90
N 0.31 -3.17 -1.28
B 1.38 -2.17 -0.79
N 2.81 -2.52 -1.17
C 3.47 -3.71 -0.92
C 4.76 -3.56 -1.29
N 4.89 -2.26 -1.74
C 6.12 -1.64 -2.20
C 3.70 -1.61 -1.64
S 3.48 0.03 -1.99
C -0.99 -2.89 -1.17
S -1.71 -1.45 -0.58
H -3.41 -4.98 -2.12
H -3.50 -3.24 -2.47
H -3.57 -3.80 -0.80
H -1.12 -5.78 -2.62
H 1.40 -4.82 -2.14
H 1.13 -1.09 -1.33
H 1.33 -2.07 0.46
H 2.98 -4.57 -0.49
H 5.59 -4.24 -1.27
H 6.92 -2.37 -2.15
H 6.36 -0.78 -1.57
H 6.00 -1.29 -3.22
C -4.15 -3.89 7.14
C -3.46 -3.16 6.03
C -3.86 -1.88 5.66
C -3.25 -1.20 4.61
C -3.73 0.18 4.26
C -2.17 -1.82 3.94
C -1.55 -1.09 2.85
O -0.46 -1.36 2.36
C -1.75 -3.12 4.31
C -0.63 -3.84 3.60
C -2.41 -3.76 5.34
H -4.78 -3.23 7.73
H -3.44 -4.38 7.80
H -4.80 -4.67 6.73
H -4.67 -1.40 6.19
H -4.52 0.49 4.95
H -4.15 0.21 3.25
H -2.93 0.92 4.31
H -2.12 -0.25 2.44
H -0.76 -3.82 2.52
H -0.59 -4.88 3.94
H 0.33 -3.37 3.80
H -2.09 -4.76 5.62
```

Summary:
2S+1 = 6
Net charge = +1

Here are the Löwdin charges for atoms 1 to 4, given in e:
1. Ru 1.120
2. C -0.099
3. N -0.251
4. C -0.059

***

Record 3
A structure of composition C34H44Cl2MnN3O2P at a distorted geometry. Source: OMol25; level of theory: ωB97M-V/def2-TZVPD.

```
87
C34H44Cl2MnN3O2P (ωB97M-V/def2-TZVPD)
Mn 1.01 -0.47 -0.94
Cl 4.81 -1.67 -4.06
C 3.12 -1.42 -4.39
C 2.72 -1.57 -5.72
C 1.39 -1.38 -6.06
Cl 0.95 -1.58 -7.73
C 0.44 -1.05 -5.07
C -0.94 -0.84 -5.27
C -1.75 -0.51 -4.19
C -1.16 -0.41 -2.94
N 0.15 -0.61 -2.71
C 0.91 -0.92 -3.75
C 2.21 -1.09 -3.36
O 2.45 -0.93 -2.12
H 3.46 -1.82 -6.48
H -1.38 -0.92 -6.26
H -2.81 -0.34 -4.31
H -1.74 -0.16 -2.06
N 4.25 -0.95 1.67
C 2.92 -1.00 1.33
N 2.72 -0.61 0.09
C 3.97 -0.30 -0.39
C 4.36 0.17 -1.66
C 5.71 0.41 -1.90
C 6.67 0.19 -0.90
C 6.31 -0.27 0.36
C 4.95 -0.51 0.58
H 4.64 -1.21 2.57
H 2.16 -1.32 2.02
H 3.61 0.33 -2.42
H 6.02 0.77 -2.88
H 7.72 0.39 -1.12
H 7.05 -0.44 1.14
O 0.63 -0.10 0.89
P -0.72 0.39 1.36
C -1.04 2.04 0.66
C -1.08 2.11 -0.88
C -2.49 2.13 -1.46
C -3.33 3.23 -0.85
C -3.42 3.09 0.66
C -2.05 2.97 1.33
C -1.98 -0.84 0.98
C -1.86 -1.45 -0.43
C -3.13 -2.13 -0.92
C -3.92 -2.75 0.23
C -4.33 -1.71 1.27
C -3.43 -0.48 1.29
C -0.71 0.55 3.19
C 0.31 1.59 3.71
C 1.64 0.95 4.09
C 1.48 -0.06 5.22
C 0.09 -0.70 5.26
C -0.51 -0.82 3.87
H -0.07 2.50 0.89
H -0.50 1.29 -1.32
H -0.58 3.04 -1.19
H -2.97 1.16 -1.32
H -2.42 2.28 -2.55
H -4.34 3.21 -1.28
H -2.90 4.21 -1.10
H -4.04 2.22 0.92
H -3.95 3.96 1.08
H -2.19 2.71 2.38
H -1.62 3.98 1.33
H -1.73 -1.66 1.65
H -1.04 -2.18 -0.41
H -1.55 -0.70 -1.16
H -2.88 -2.90 -1.66
H -3.77 -1.40 -1.44
H -3.31 -3.52 0.71
H -4.81 -3.26 -0.16
H -4.34 -2.18 2.26
H -5.36 -1.38 1.08
H -3.51 0.03 2.25
H -3.79 0.22 0.53
H -1.70 0.91 3.46
H -0.11 2.08 4.59
H 0.49 2.37 2.97
H 2.36 1.73 4.40
H 2.08 0.46 3.22
H 1.67 0.42 6.19
H 2.25 -0.84 5.11
H -0.57 -0.10 5.90
H 0.16 -1.69 5.74
H -1.48 -1.33 3.94
H 0.13 -1.46 3.26
H -0.68 -0.15 -0.80
```

Summary:
2S+1 = 4
Net charge = +2

Here are the Löwdin charges for atoms 1 to 4, given in e:
1. Mn 1.064
2. Cl 0.814
3. C -0.485
4. C -0.087

***

Respective electronic energy values: -151171.360, -73375.240, -110174.842 eV.